Molecular formula: C4H61F7NO31S
Method: DFT, ωB97M-V/def2-TZVPD

Calculated values
- Highest occupied orbital energy: -5.909 eV
- Multiplicity: 1
- Orbital gap: 7.17 eV
- Net charge: -1
- Molecular weight: 784.6 g/mol
- E: -99961.5008 eV
- Maximum force: 0.0270 hartree/bohr

Structure (XYZ):
```
105
Properties=species:S:1:pos:R:3:lowdin_charge:R:1
C 2.731 -0.382 -0.440 -0.168
N 2.464 0.214 -1.784 -0.254
S 1.082 0.833 -1.856 0.596
O 0.837 1.421 -3.178 -0.366
O 0.636 1.675 -0.751 -0.302
C -0.140 -0.617 -1.775 -0.407
F 0.550 -1.784 -1.562 0.060
F -0.796 -0.752 -2.957 0.103
C -1.203 -0.670 -0.636 -0.300
F -0.592 -0.917 0.558 0.120
F -1.964 -1.792 -0.908 0.095
C -2.209 0.521 -0.474 -0.528
F -3.456 0.018 -0.251 0.125
F -2.264 1.260 -1.568 0.195
F -1.915 1.277 0.579 0.182
H 3.184 -1.367 -0.597 0.063
H 3.390 0.260 0.143 0.051
H 1.818 -0.517 0.155 0.054
O 0.331 -4.570 -0.538 -0.035
H 0.420 -3.626 -0.722 0.033
H 0.867 -4.706 0.255 0.067
O -1.510 -2.267 3.219 -0.044
H -1.330 -1.807 2.389 0.015
H -2.153 -2.931 2.947 0.010
O -1.071 3.360 -3.290 -0.067
H -0.793 4.118 -2.764 0.016
H -0.326 2.744 -3.212 -0.036
O -0.496 -5.831 2.096 -0.059
H -0.608 -5.651 1.155 -0.010
H -1.339 -5.549 2.463 0.016
O -1.766 6.408 -3.265 -0.048
H -1.559 6.736 -4.148 0.060
H -2.439 5.727 -3.423 0.023
O 2.735 -5.295 -2.306 -0.073
H 2.579 -5.042 -3.223 0.001
H 1.911 -5.041 -1.869 -0.012
O -4.157 -2.069 1.952 -0.045
H -5.116 -1.972 1.940 0.012
H -3.818 -1.206 1.689 0.031
O 1.723 3.949 -4.473 -0.068
H 1.109 3.231 -4.259 -0.020
H 1.399 4.675 -3.926 -0.023
O 4.025 1.057 2.307 -0.054
H 4.059 2.018 2.335 0.038
H 4.548 0.788 3.067 0.017
O -7.144 -2.937 1.606 -0.053
H -7.269 -2.650 0.695 0.052
H -8.030 -3.130 1.932 0.044
O 1.022 -4.373 -4.837 -0.041
H 1.256 -4.075 -5.721 0.041
H 0.135 -4.735 -4.923 0.040
O 0.972 6.084 -2.708 -0.053
H 1.226 6.528 -1.890 0.066
H 0.066 6.357 -2.897 0.009
O 0.815 -0.490 4.707 -0.061
H 0.169 -1.135 4.392 0.004
H 1.114 -0.862 5.546 -0.008
O 3.756 5.249 -1.078 -0.055
H 4.050 5.552 -1.945 0.010
H 3.088 4.575 -1.252 0.036
O -2.583 -4.523 0.354 -0.054
H -3.375 -3.975 0.306 0.025
H -1.908 -3.987 -0.082 0.014
O -4.543 -5.376 2.692 -0.039
H -4.218 -5.192 1.803 0.017
H -5.426 -5.736 2.566 0.054
O 2.879 8.244 -3.694 -0.056
H 2.308 7.487 -3.496 0.003
H 2.489 8.973 -3.204 0.041
O 4.276 -1.774 -2.747 -0.059
H 4.873 -2.477 -3.021 0.036
H 4.400 -1.067 -3.388 0.030
O 1.589 -1.759 7.487 -0.049
H 1.196 -2.611 7.716 0.012
H 2.118 -1.516 8.252 0.039
O -7.514 -2.777 4.551 -0.057
H -6.675 -3.199 4.333 0.003
H -7.572 -2.042 3.933 0.021
O 5.455 1.107 -1.629 -0.069
H 5.708 1.564 -2.436 0.025
H 4.612 0.682 -1.849 -0.022
O -0.405 1.228 -5.834 -0.068
H -0.605 2.162 -5.947 0.022
H 0.134 1.193 -5.033 -0.011
O 5.288 6.410 -4.085 -0.061
H 4.368 6.695 -4.091 0.000
H 5.772 7.154 -4.461 0.019
O -4.092 4.830 -4.476 -0.043
H -3.880 5.140 -5.362 0.044
H -4.748 4.139 -4.608 0.047
O -0.432 -3.755 8.640 -0.045
H -0.897 -4.594 8.573 0.039
H -0.930 -3.240 9.282 0.045
O 7.739 6.724 -5.769 -0.061
H 8.400 6.664 -5.073 0.039
H 7.367 5.836 -5.822 0.041
O -4.838 -4.372 5.395 -0.054
H -3.982 -4.131 5.764 0.041
H -4.702 -4.295 4.438 0.004
O -3.792 -6.180 7.929 -0.057
H -3.969 -5.722 7.099 0.000
H -4.365 -5.743 8.567 0.035
O 3.797 1.758 5.039 -0.058
H 3.085 1.106 5.021 0.033
H 3.527 2.422 5.679 0.036
```